The following is a DFT calculation (the ωB97M-V functional and the def2-TZVPD basis) of a molecular structure, AgFH2O.

Its electronic energy is -8784.361 eV. The molar mass is 144.881 g/mol. As for the highest occupied orbital energy (alpha / beta): -18.334 / -18.063 eV. For the LUMO energy (alpha / beta), the calculation gives -0.248 / -0.362 hartree. As for the charge: +1. Its spin multiplicity is 2. The expectation value of S² is 0.76. The HOMO-LUMO gap (alpha / beta) comes out at 11.60 / 8.21 eV.

Each line ends with the natural charge from an NBO analysis.
Geometry (Å):
1 Ag 2.47187 0.77313 1.81631  1.23
2 F 0.36770 0.39445 2.81080  -0.58
3 O 1.49895 0.54072 0.19447  -0.74
4 H 1.72572 1.00206 -0.61748  0.51
5 H 0.40926 0.40505 1.63552  0.58

Forces on atoms 1 to 2 (eV/Å):
Ag 1.9 0.4 2.3
F 0.8 0.2 -5.8

***

The following is a DFT calculation (the ωB97M-V functional and the def2-TZVPD basis) of a molecular structure, AgH11O8.

Its electronic energy is -20549.774 eV. The molar mass is 246.948 g/mol. As for the highest occupied orbital energy (alpha / beta): -0.745 / -0.254 eV. For the LUMO energy (alpha / beta), the calculation gives 0.206 / 0.202 hartree. As for the charge: -2. Its spin multiplicity is 3. The expectation value of S² is 2.02. The HOMO-LUMO gap (alpha / beta) comes out at 6.36 / 5.74 eV.

Each line ends with the natural charge from an NBO analysis.
Geometry (Å):
1 Ag 0.23082 -0.30570 0.51039  1.51
2 O 0.63506 -2.61968 0.59035  -1.10
3 O -0.25760 -0.88029 -1.59975  -0.86
4 O 1.35333 -0.36933 2.55542  -0.92
5 O 0.50231 1.24797 -2.73802  -0.98
6 O -0.10754 1.89801 0.04345  -1.15
7 O -1.72148 -0.95228 1.25013  -1.29
8 O 2.21209 0.29829 -0.30555  -1.04
9 O -2.54809 1.01298 -0.54953  -1.05
10 H -0.28485 1.44577 -3.24544  0.42
11 H 1.49054 -2.85748 0.99796  0.38
12 H -1.81607 1.54926 -0.24494  0.47
13 H 0.30713 0.41597 -2.30685  0.50
14 H -1.14604 -0.89756 -2.00583  0.43
15 H 1.98269 -1.08731 2.62353  0.48
16 H 1.73720 0.33647 3.07571  0.46
17 H -2.49088 0.21128 -0.02969  0.51
18 H 3.07980 0.21854 0.13631  0.40
19 H -2.45879 -0.91792 1.89023  0.43
20 H -0.69963 2.25296 -0.64791  0.41

Forces on atoms 1 to 2 (eV/Å):
Ag 0.1 -0.5 -1.7
O 0.5 0.4 0.5

***

The following is a DFT calculation (the ωB97M-V functional and the def2-TZVPD basis) of a molecular structure, AlB3H12.

The relative energy (zero: lowest compared OMol25 entry of this formula, charge and spin) is 123.1 kcal/mol. Its electronic energy is -8804.805 eV. The molar mass is 71.514 g/mol. As for the highest occupied orbital energy: -10.958 eV. For the LUMO energy, the calculation gives -0.248 hartree. As for the charge: 0. The HOMO-LUMO gap comes out at 4.20 eV.

Each line ends with the natural charge from an NBO analysis.
Geometry (Å):
1 Al -0.14422 -0.53773 0.15076  1.54
2 B 1.39941 0.65254 -2.27345  -0.71
3 B -1.89670 1.89165 -0.26768  -0.81
4 B 0.56348 -2.43282 2.43511  -0.80
5 H 1.97811 1.17674 -3.01813  0.12
6 H 1.14247 -2.98328 1.70985  0.02
7 H -0.46086 -2.36954 2.10201  0.00
8 H 0.36932 0.96958 -2.22210  0.02
9 H 0.62791 -2.93637 3.38723  0.19
10 H -1.85413 1.35858 -1.20483  0.04
11 H -0.94310 2.28594 0.04766  0.04
12 H 1.28676 -0.40357 -2.46364  0.05
13 H -2.55627 2.74548 -0.28101  0.22
14 H -2.16619 1.26119 0.56547  0.02
15 H 1.81500 0.72652 -1.28045  0.03
16 H 0.83899 -1.40491 2.61327  0.03

Forces on atoms 1 to 2 (eV/Å):
Al 0.5 1.4 0.2
B -1.8 -0.2 0.5

***

The following is a DFT calculation (the ωB97M-V functional and the def2-TZVPD basis) of a molecular structure, AlF2N2O7S2.

The relative energy (zero: lowest compared OMol25 entry of this formula, charge and spin) is 0.0 kcal/mol. Its electronic energy is -50993.376 eV. The molar mass is 269.119 g/mol. As for the highest occupied orbital energy: -15.415 eV. For the LUMO energy, the calculation gives -0.425 hartree. As for the charge: +1. The HOMO-LUMO gap comes out at 3.86 eV.

Each line ends with the natural charge from an NBO analysis.
Geometry (Å):
1 S -0.94038 1.71732 -1.30702  2.35
2 S -0.15760 0.75870 0.72109  2.41
3 Al 1.28932 -0.83368 -1.72652  1.73
4 F -1.35727 0.97425 -2.66583  -0.48
5 F 1.04644 -0.27301 0.93645  -0.53
6 O -2.19624 2.05031 -0.66616  -0.75
7 O 0.85308 -2.02563 -0.02785  -0.56
8 O 0.00044 2.81227 -1.71268  -0.80
9 O 1.23084 -3.52477 1.43953  -0.18
10 O 0.49865 2.00422 1.10339  -0.78
11 O -1.23637 0.17855 1.50720  -0.75
12 O 0.24215 -1.78680 2.01138  -0.07
13 N -0.12094 0.35391 -0.76325  -1.33
14 N 0.84786 -2.40558 1.15027  0.71

Forces on atoms 1 to 2 (eV/Å):
S -0.7 5.5 -5.7
S 2.5 0.3 9.1

***

The following is a DFT calculation (the ωB97M-V functional and the def2-TZVPD basis) of a molecular structure, AlF4H6INOP2.

The relative energy (zero: lowest compared OMol25 entry of this formula, charge and spin) is 40.9 kcal/mol. Its electronic energy is -47789.739 eV. The molar mass is 327.880 g/mol. As for the highest occupied orbital energy: -5.333 eV. For the LUMO energy, the calculation gives 0.097 hartree. As for the charge: -1. The HOMO-LUMO gap comes out at 7.98 eV.

Each line ends with the natural charge from an NBO analysis.
Geometry (Å):
1 I -3.24628 -0.09316 0.57309  -0.34
2 P 1.01513 0.97584 2.08824  0.76
3 P -1.04040 0.53137 1.51473  0.29
4 Al -0.74626 -1.15876 -2.80872  2.21
5 F -1.85058 -0.44861 -4.04157  -0.79
6 F 0.87655 -1.42954 -3.54139  -0.80
7 F -0.59485 -0.02751 -1.41567  -0.81
8 F -1.41627 -2.72948 -2.23655  -0.79
9 O 1.57625 2.27695 1.05580  -0.97
10 N 1.98312 -0.44585 1.59453  -1.14
11 H -0.61654 -0.85114 1.26243  0.06
12 H -1.57522 0.79319 2.83178  0.05
13 H 2.07284 -0.38536 0.54151  0.38
14 H 2.95023 -0.42853 1.98834  0.39
15 H 1.52556 1.89983 0.12870  0.47
16 H -0.91327 1.52078 0.46478  0.04

Forces on atoms 1 to 2 (eV/Å):
I -1.6 -0.2 -0.2
P 3.5 0.9 1.2

***

The following is a DFT calculation (the ωB97M-V functional and the def2-TZVPD basis) of a molecular structure, AlH4O2.

The relative energy (zero: lowest compared OMol25 entry of this formula, charge and spin) is 73.5 kcal/mol. Its electronic energy is -10711.112 eV. The molar mass is 63.012 g/mol. As for the highest occupied orbital energy: -28.058 eV. For the LUMO energy, the calculation gives -0.854 hartree. As for the charge: +3. The HOMO-LUMO gap comes out at 4.81 eV.

Each line ends with the natural charge from an NBO analysis.
Geometry (Å):
1 Al 21.51867 -11.69412 -3.71941  2.02
2 O 20.00292 -13.25228 -5.59221  -0.69
3 O 18.83732 -12.23546 -2.67202  -0.63
4 H 20.13401 -13.27062 -6.58484  0.58
5 H 18.21322 -12.54664 -3.37416  0.55
6 H 19.47949 -14.07332 -5.38850  0.57
7 H 18.25425 -12.02444 -1.88108  0.59

Forces on atoms 1 to 2 (eV/Å):
Al -1.1 -0.6 -0.3
O -0.7 0.9 0.2

***

molar mass of number 5 (AlF4H6INOP2)?
327.880 g/mol

***

Among the records above, which one has the lowest electronic energy?
AlF2N2O7S2

***

Copy entry 1 word for word.
The following is a DFT calculation (the ωB97M-V functional and the def2-TZVPD basis) of a molecular structure, AgFH2O.

Its electronic energy is -8784.361 eV. The molar mass is 144.881 g/mol. As for the highest occupied orbital energy (alpha / beta): -18.334 / -18.063 eV. For the LUMO energy (alpha / beta), the calculation gives -0.248 / -0.362 hartree. As for the charge: +1. Its spin multiplicity is 2. The expectation value of S² is 0.76. The HOMO-LUMO gap (alpha / beta) comes out at 11.60 / 8.21 eV.

Each line ends with the natural charge from an NBO analysis.
Geometry (Å):
1 Ag 2.47187 0.77313 1.81631  1.23
2 F 0.36770 0.39445 2.81080  -0.58
3 O 1.49895 0.54072 0.19447  -0.74
4 H 1.72572 1.00206 -0.61748  0.51
5 H 0.40926 0.40505 1.63552  0.58

Forces on atoms 1 to 2 (eV/Å):
Ag 1.9 0.4 2.3
F 0.8 0.2 -5.8

***

Please write out number 1 again, unchanged.
The following is a DFT calculation (the ωB97M-V functional and the def2-TZVPD basis) of a molecular structure, AgFH2O.

Its electronic energy is -8784.361 eV. The molar mass is 144.881 g/mol. As for the highest occupied orbital energy (alpha / beta): -18.334 / -18.063 eV. For the LUMO energy (alpha / beta), the calculation gives -0.248 / -0.362 hartree. As for the charge: +1. Its spin multiplicity is 2. The expectation value of S² is 0.76. The HOMO-LUMO gap (alpha / beta) comes out at 11.60 / 8.21 eV.

Each line ends with the natural charge from an NBO analysis.
Geometry (Å):
1 Ag 2.47187 0.77313 1.81631  1.23
2 F 0.36770 0.39445 2.81080  -0.58
3 O 1.49895 0.54072 0.19447  -0.74
4 H 1.72572 1.00206 -0.61748  0.51
5 H 0.40926 0.40505 1.63552  0.58

Forces on atoms 1 to 2 (eV/Å):
Ag 1.9 0.4 2.3
F 0.8 0.2 -5.8